9
Properties=species:S:1:pos:R:3 method="wB97M-V/def2-TZVPD" smiles="O=C1NSC(=O)C1=S" e_tot_ev=-30379.816 gap_ev=7.23 de_lowest_kcal_mol=40.0 max_force_ev_per_a=6.59
C 0.86 0.42 0.39
C -1.33 -0.32 -0.48
C -0.58 0.75 0.09
H 1.88 -1.42 0.63
N 0.86 -0.98 0.55
O 1.83 1.10 0.53
O -2.58 -0.29 -0.73
S -0.19 -1.64 -1.01
S -0.75 2.37 0.04

94
Properties=species:S:1:pos:R:3 method="wB97M-V/def2-TZVPD" e_tot_ev=-55894.496 gap_ev=3.55 total_charge=+1 max_force_ev_per_a=2.44
C -3.73 -0.15 -3.44
C -3.73 -1.09 -2.24
C -4.25 -2.48 -2.62
C -4.50 -0.51 -1.07
C -5.85 -0.21 -1.16
C -6.52 0.35 -0.08
C -5.85 0.59 1.10
C -4.51 0.28 1.23
C -3.74 0.54 2.52
C -4.56 0.21 3.77
C -3.22 1.98 2.57
C -3.83 -0.27 0.14
N -2.44 -0.60 0.25
N -2.01 -1.80 0.60
N -0.70 -1.73 0.55
C 0.12 -2.85 0.91
C 0.49 -3.78 -0.06
C -0.03 -3.63 -1.48
C -0.93 -4.80 -1.88
C 1.12 -3.45 -2.48
C 1.35 -4.80 0.29
C 1.84 -4.89 1.58
C 1.46 -3.98 2.53
C 0.58 -2.96 2.23
C 0.13 -1.93 3.25
C 1.15 -0.79 3.38
C -0.17 -2.55 4.61
C -0.21 -0.45 0.17
C 1.16 -0.02 0.10
C 1.54 1.33 0.18
C 2.85 1.71 0.07
C 3.84 0.76 -0.10
C 5.29 1.18 -0.26
F 6.03 0.09 -0.59
F 5.37 2.10 -1.25
F 5.72 1.70 0.91
C 3.51 -0.58 -0.13
C 2.20 -0.97 -0.03
C -1.38 0.30 -0.06
C -1.53 1.54 -0.60
H -3.32 0.83 -3.17
H -3.14 -0.55 -4.25
H -4.74 0.01 -3.81
H -2.69 -1.21 -1.90
H -4.22 -3.17 -1.77
H -5.29 -2.42 -2.95
H -3.67 -2.91 -3.43
H -6.37 -0.40 -2.08
H -7.57 0.57 -0.17
H -6.37 1.03 1.93
H -2.87 -0.14 2.50
H -5.02 -0.77 3.69
H -3.93 0.23 4.66
H -5.35 0.95 3.91
H -2.52 2.19 1.76
H -4.05 2.69 2.48
H -2.72 2.17 3.52
H -0.64 -2.72 -1.51
H -1.76 -4.91 -1.18
H -1.34 -4.66 -2.88
H -0.37 -5.73 -1.88
H 1.69 -2.54 -2.27
H 1.82 -4.29 -2.41
H 0.76 -3.40 -3.50
H 1.65 -5.53 -0.45
H 2.52 -5.68 1.83
H 1.85 -4.05 3.53
H -0.81 -1.49 2.86
H 1.30 -0.26 2.44
H 0.84 -0.06 4.13
H 2.12 -1.19 3.68
H -0.82 -3.42 4.51
H 0.74 -2.86 5.11
H -0.67 -1.84 5.27
H 0.80 2.08 0.41
H 3.13 2.75 0.11
H 4.29 -1.30 -0.24
H 1.96 -2.01 -0.05
H -0.70 2.11 -0.95
H -2.51 1.94 -0.77
C -0.32 4.60 1.47
C 0.47 5.41 0.68
C 1.81 5.69 0.81
C 2.70 5.24 1.76
C 2.47 4.39 2.83
C 1.28 3.79 3.20
C 0.04 3.88 2.60
H -1.36 4.53 1.19
H -0.04 5.89 -0.15
H 2.22 6.37 0.07
H 3.72 5.60 1.67
H 3.32 4.17 3.45
H 1.32 3.18 4.09
H -0.76 3.33 3.08

236
Properties=species:S:1:pos:R:3 method="wB97M-V/def2-TZVPD" smiles=COC[C@H](C)N.COC[C@H](C)N.COC[C@H](C)N.COC[C@H](C)N.COCCNCCOC.COCCNCCOC.COCCNCCOC.COCCNCCOC.COCCNCCOC.COCCNCCOC.COCCNCCOC e_tot_ev=-115793.907 gap_ev=8.50 de_lowest_kcal_mol=70.4 max_force_ev_per_a=3.24
C -27.63 -8.31 17.69
C -28.21 -9.45 16.85
C -28.74 -10.60 17.69
O -27.55 -11.25 18.19
C -27.81 -12.14 19.27
N -29.21 -8.95 15.93
H -27.38 -7.41 17.12
H -26.68 -8.64 18.10
H -28.26 -7.96 18.51
H -27.41 -9.85 16.23
H -29.34 -11.20 17.00
H -29.40 -10.26 18.48
H -28.00 -11.68 20.24
H -26.85 -12.59 19.52
H -28.58 -12.81 18.88
H -28.83 -8.16 15.43
H -29.94 -8.51 16.48
C -22.40 -10.24 8.71
C -22.55 -11.53 9.47
C -22.61 -11.44 10.99
O -23.56 -10.65 11.69
C -24.09 -11.25 12.84
N -23.72 -12.23 9.00
H -21.54 -9.71 9.09
H -23.36 -9.73 8.84
H -22.30 -10.40 7.63
H -21.73 -12.18 9.16
H -21.64 -11.10 11.35
H -22.56 -12.47 11.33
H -24.78 -12.04 12.51
H -24.74 -10.61 13.43
H -23.30 -11.57 13.51
H -24.54 -12.01 9.55
H -23.52 -13.18 9.26
C -22.33 -15.31 15.76
C -22.81 -16.05 14.50
C -23.35 -17.42 14.76
O -22.61 -18.30 15.64
C -21.34 -18.68 15.21
N -23.81 -15.29 13.77
H -22.00 -14.29 15.59
H -21.46 -15.78 16.22
H -23.07 -15.37 16.56
H -21.93 -16.11 13.86
H -23.60 -17.98 13.85
H -24.32 -17.31 15.25
H -21.37 -19.25 14.28
H -20.82 -19.31 15.93
H -20.63 -17.87 15.04
H -24.19 -15.73 12.94
H -24.60 -15.24 14.40
C -24.89 -13.26 16.74
C -26.25 -13.81 16.32
C -26.87 -12.82 15.32
O -28.21 -13.22 14.93
C -28.86 -12.31 14.15
N -25.93 -15.08 15.74
H -25.02 -12.29 17.22
H -24.21 -13.01 15.92
H -24.39 -13.90 17.46
H -26.87 -13.87 17.22
H -26.13 -12.78 14.53
H -26.86 -11.78 15.66
H -28.86 -11.30 14.56
H -29.92 -12.53 14.02
H -28.37 -12.21 13.18
H -25.55 -15.66 16.47
H -26.76 -15.57 15.43
C -23.13 -1.98 19.25
O -23.17 -3.36 19.32
C -24.37 -3.85 20.00
C -24.35 -5.39 20.33
N -24.73 -6.28 19.25
C -23.74 -6.20 18.20
C -24.05 -7.19 17.09
O -23.46 -8.46 17.37
C -23.78 -9.40 16.41
H -24.03 -1.62 18.75
H -22.25 -1.69 18.67
H -23.09 -1.39 20.16
H -25.32 -3.58 19.53
H -24.41 -3.30 20.94
H -25.12 -5.59 21.08
H -23.42 -5.68 20.82
H -25.10 -7.18 19.52
H -22.71 -6.27 18.57
H -23.92 -5.23 17.75
H -23.64 -6.77 16.17
H -25.11 -7.22 16.86
H -23.15 -9.31 15.53
H -24.80 -9.28 16.03
H -23.75 -10.38 16.87
C -23.07 -12.46 22.27
O -23.54 -11.22 21.73
C -24.39 -11.23 20.61
C -24.68 -9.84 20.10
N -25.13 -8.81 20.99
C -26.42 -9.12 21.69
C -26.62 -8.18 22.87
O -25.89 -8.65 24.02
C -26.67 -8.72 25.19
H -22.78 -12.19 23.28
H -22.30 -12.92 21.65
H -23.84 -13.23 22.21
H -25.33 -11.75 20.82
H -23.99 -11.74 19.73
H -25.29 -9.91 19.20
H -23.77 -9.36 19.74
H -24.42 -8.79 21.71
H -26.41 -10.17 21.99
H -27.21 -9.02 20.94
H -27.68 -8.13 23.09
H -26.31 -7.14 22.74
H -26.14 -9.17 26.03
H -27.55 -9.34 25.01
H -26.98 -7.72 25.47
C -27.51 -9.45 11.31
O -27.39 -8.30 12.13
C -26.97 -8.56 13.43
C -26.96 -7.11 14.03
N -28.33 -6.73 14.34
C -28.35 -5.33 14.71
C -29.72 -4.66 14.76
O -30.42 -5.03 13.58
C -31.84 -4.89 13.63
H -28.35 -10.05 11.66
H -26.58 -10.02 11.30
H -27.78 -9.17 10.30
H -25.90 -8.75 13.42
H -27.59 -9.28 13.97
H -26.50 -6.40 13.34
H -26.44 -7.02 14.98
H -28.87 -6.75 13.49
H -27.78 -4.76 13.97
H -27.89 -5.13 15.68
H -29.62 -3.57 14.84
H -30.31 -5.07 15.58
H -32.17 -4.07 14.26
H -32.26 -5.79 14.08
H -32.21 -4.71 12.62
C -35.24 -13.94 12.40
O -35.01 -12.53 12.17
C -34.00 -12.03 13.03
C -34.05 -10.50 12.83
N -33.12 -9.88 13.79
C -31.74 -9.99 13.43
C -31.17 -8.67 12.83
O -31.53 -8.60 11.46
C -30.89 -7.52 10.73
H -34.46 -14.59 12.02
H -36.18 -14.31 11.99
H -35.31 -14.11 13.48
H -33.00 -12.42 12.83
H -34.17 -12.31 14.06
H -34.99 -10.03 13.12
H -33.83 -10.30 11.78
H -33.33 -8.90 13.67
H -31.44 -10.73 12.70
H -31.22 -10.23 14.36
H -30.09 -8.63 12.95
H -31.56 -7.78 13.33
H -31.06 -7.64 9.66
H -29.81 -7.47 10.91
H -31.37 -6.58 11.00
C -28.78 -20.93 14.36
O -27.80 -20.12 13.82
C -26.88 -19.49 14.73
C -27.63 -18.34 15.45
N -28.20 -17.42 14.47
C -29.05 -16.37 15.04
C -30.07 -15.63 14.12
O -30.98 -16.52 13.45
C -31.91 -15.94 12.56
H -28.35 -21.71 14.99
H -29.42 -21.35 13.60
H -29.40 -20.41 15.09
H -26.06 -19.24 14.06
H -26.53 -20.22 15.46
H -27.04 -17.83 16.22
H -28.49 -18.66 16.04
H -28.78 -18.01 13.90
H -28.43 -15.61 15.51
H -29.69 -16.73 15.84
H -29.58 -14.98 13.39
H -30.62 -14.98 14.81
H -31.34 -15.68 11.66
H -32.38 -15.03 12.92
H -32.68 -16.66 12.28
C -24.04 -23.45 18.32
O -23.48 -22.58 19.28
C -22.48 -21.78 18.59
C -23.12 -20.49 18.06
N -24.10 -19.79 18.94
C -24.70 -18.69 18.24
C -25.64 -17.96 19.20
O -26.22 -16.80 18.52
C -27.20 -16.13 19.28
H -23.28 -24.18 18.06
H -24.38 -22.89 17.45
H -24.89 -24.04 18.65
H -21.96 -22.23 17.74
H -21.70 -21.55 19.32
H -23.67 -20.81 17.17
H -22.39 -19.77 17.69
H -24.71 -20.44 19.42
H -25.27 -19.08 17.40
H -23.97 -18.02 17.80
H -25.14 -17.69 20.12
H -26.40 -18.68 19.48
H -28.04 -16.82 19.36
H -27.52 -15.20 18.80
H -26.93 -15.82 20.29
C -27.49 -18.94 9.73
O -26.17 -18.51 9.91
C -25.85 -18.49 11.26
C -26.33 -17.27 11.96
N -25.74 -16.04 11.41
C -26.53 -14.87 11.90
C -27.79 -14.69 11.02
O -27.38 -14.47 9.66
C -28.28 -14.96 8.72
H -27.60 -19.19 8.68
H -28.17 -18.17 10.10
H -27.69 -19.87 10.26
H -24.78 -18.41 11.41
H -26.20 -19.32 11.87
H -26.10 -17.22 13.03
H -27.41 -17.30 11.84
H -25.98 -16.09 10.43
H -25.89 -13.99 11.85
H -26.81 -15.05 12.93
H -28.22 -13.76 11.40
H -28.45 -15.54 11.17
H -29.18 -14.35 8.81
H -28.53 -16.02 8.83
H -27.85 -14.83 7.73

5
Properties=species:S:1:pos:R:3 method="wB97M-V/def2-TZVPD" smiles="O=CP=S" e_tot_ev=-23222.841 gap_ev=6.67 de_lowest_kcal_mol=13.9 max_force_ev_per_a=3.00
C 0.49 0.49 0.76
O 0.17 1.63 0.47
P 2.27 -0.68 0.72
S 3.36 0.12 -0.61
H -0.41 -0.09 1.24